1.
Computed, not measured: a cluster of 9 separate species, C44H45N9 in total, with ωB97M-V/def2-TZVPD.

The geometry in XYZ format:
```
98
Properties=species:S:1:pos:R:3:forces:R:3:lowdin_charge:R:1
N -1.368 -10.417 9.037 0.7 1.5 -0.2 0.107
C -1.340 -9.061 9.225 -0.2 -1.7 -0.2 0.051
C -2.537 -8.581 8.679 -2.3 0.6 -1.3 0.022
C -3.246 -9.618 8.037 0.4 1.4 1.2 0.022
C -2.482 -10.737 8.277 1.8 -1.8 1.3 0.031
H -0.563 -10.999 9.221 -0.2 -0.4 0.0 0.179
H -0.554 -8.481 9.686 0.1 -0.3 0.1 0.155
H -2.857 -7.554 8.779 0.0 0.0 -0.1 0.129
H -4.243 -9.692 7.628 0.2 0.5 -0.2 0.113
H -2.599 -11.799 8.120 -0.5 0.0 -0.5 0.149
N -10.434 -17.344 0.776 -0.1 0.0 1.5 0.059
C -9.522 -16.753 1.593 -0.8 0.4 -0.4 -0.140
C -9.820 -15.689 2.452 -1.2 0.4 -1.5 -0.068
C -11.127 -15.186 2.369 1.1 -0.4 1.0 -0.089
C -12.082 -15.856 1.642 -0.3 0.8 0.5 -0.093
C -11.728 -16.969 0.919 1.4 0.5 -0.9 -0.144
H -8.482 -17.034 1.512 0.0 -0.4 -0.3 0.097
H -9.078 -15.039 2.892 0.3 -0.5 0.4 0.089
H -11.357 -14.312 2.960 -0.2 0.2 -0.2 0.087
H -13.058 -15.395 1.602 -0.3 -0.4 -0.1 0.101
H -12.480 -17.403 0.277 0.2 -0.5 -0.1 0.102
N -1.162 -16.347 9.659 -1.5 0.4 1.2 0.045
C -2.484 -15.994 9.456 1.1 -2.3 1.3 -0.157
C -3.508 -16.584 10.234 1.4 -0.6 0.8 -0.082
C -3.109 -17.421 11.309 0.1 0.5 0.1 -0.073
C -1.771 -17.723 11.588 -0.1 1.3 -0.7 -0.078
C -0.844 -17.140 10.746 -0.5 1.7 -1.8 -0.151
H -2.705 -15.260 8.696 0.0 -0.1 -0.2 0.064
H -4.568 -16.422 10.105 0.0 0.4 -0.2 0.087
H -3.818 -17.677 12.082 -0.5 -0.4 -0.3 0.103
H -1.385 -18.161 12.497 -0.5 -0.4 0.0 0.103
H 0.207 -17.081 10.986 0.2 -0.7 -0.1 0.096
N -5.441 -14.989 7.840 -1.2 1.2 0.3 0.064
C -5.429 -13.735 8.354 1.0 0.2 -1.5 -0.129
C -5.947 -12.570 7.706 0.4 -1.6 -0.5 -0.071
C -6.584 -12.731 6.468 -0.8 -2.3 0.4 -0.091
C -6.867 -14.086 6.072 1.2 -0.1 1.6 -0.022
C -6.260 -15.164 6.799 -0.3 1.8 -0.9 -0.162
H -4.716 -13.670 9.163 -0.3 0.4 0.6 0.055
H -5.777 -11.577 8.095 0.0 0.0 0.3 0.073
H -6.958 -11.896 5.894 -0.1 0.1 0.0 0.080
H -7.515 -14.427 5.278 0.1 0.6 -0.4 0.094
H -6.386 -16.169 6.425 -0.1 -0.1 0.1 0.086
N -3.665 -14.815 3.986 1.7 -0.1 2.4 0.071
C -3.312 -15.308 5.247 -1.2 -0.1 -2.2 -0.123
C -2.040 -15.357 5.773 -0.4 0.3 -0.2 -0.076
C -1.019 -14.929 4.942 0.8 -0.3 -0.8 -0.091
C -1.306 -14.383 3.710 -0.9 0.5 -0.3 -0.072
C -2.644 -14.267 3.309 -0.9 -0.6 0.4 -0.158
H -4.134 -15.823 5.722 0.1 0.2 0.4 0.069
H -1.881 -15.715 6.779 0.2 -0.3 -0.1 0.074
H 0.024 -15.167 5.094 0.1 0.3 0.7 0.107
H -0.538 -14.026 3.040 0.2 -0.1 0.1 0.101
H -2.999 -13.777 2.415 0.5 0.1 -0.4 0.089
N -3.572 -13.145 11.354 0.2 0.8 1.3 0.056
C -2.850 -13.817 12.298 -0.6 0.7 -2.1 -0.116
C -2.581 -13.339 13.571 -0.7 0.6 0.6 -0.052
C -3.033 -12.062 13.865 -0.1 -0.2 -1.0 -0.060
C -3.748 -11.361 12.883 0.0 1.1 2.2 -0.099
C -4.072 -11.913 11.699 1.2 -2.4 -1.4 -0.159
H -2.447 -14.708 11.840 0.1 -0.5 0.7 0.077
H -2.188 -13.905 14.403 0.5 -0.4 -0.4 0.109
H -2.838 -11.588 14.816 0.0 -0.1 0.1 0.110
H -4.122 -10.398 13.195 -0.1 0.3 -0.3 0.102
H -4.642 -11.431 10.918 -0.3 0.2 0.1 0.092
N -9.837 -10.966 5.920 -1.1 -0.5 -0.3 0.064
C -10.823 -10.561 5.037 3.2 1.0 0.9 -0.180
C -11.862 -11.291 4.665 -1.8 -3.7 2.4 -0.064
C -12.052 -12.481 5.507 -0.7 0.7 -1.6 -0.044
C -11.170 -12.871 6.503 -0.8 -0.1 -1.1 -0.080
C -10.035 -12.129 6.586 1.6 2.6 -0.8 -0.175
H -10.695 -9.624 4.516 0.6 0.3 0.3 0.100
H -12.566 -10.964 3.915 0.0 -0.3 0.0 0.105
H -12.897 -13.105 5.258 -0.2 -0.1 0.2 0.096
H -11.222 -13.745 7.136 -0.6 -0.2 -0.2 0.109
H -9.192 -12.460 7.174 0.0 0.1 0.3 0.085
N -6.878 -18.041 8.121 1.5 1.2 0.6 0.055
C -7.861 -18.919 8.264 0.7 1.6 0.0 -0.175
C -7.642 -20.210 8.034 -1.1 -3.2 -0.6 -0.099
C -6.428 -20.716 7.598 -0.4 0.0 1.1 -0.064
C -5.391 -19.835 7.617 1.5 1.3 -0.4 -0.072
C -5.613 -18.473 7.894 -2.4 -0.8 -0.3 -0.123
H -8.852 -18.606 8.557 0.0 0.5 0.0 0.109
H -8.516 -20.833 8.148 0.1 -0.5 -0.1 0.107
H -6.266 -21.773 7.446 -0.1 0.0 -0.3 0.112
H -4.390 -20.143 7.355 0.1 -0.1 0.1 0.102
H -4.849 -17.710 7.870 0.2 0.0 0.0 0.075
N -4.757 -11.556 2.250 0.5 2.8 -1.0 0.057
C -4.799 -10.387 1.490 -1.6 0.7 2.6 -0.084
C -5.309 -9.128 2.020 1.1 -2.5 0.6 -0.064
C -5.526 -9.089 3.390 0.4 -1.0 0.6 -0.089
C -5.241 -10.220 4.230 -0.9 0.7 -2.1 -0.073
C -4.953 -11.436 3.590 -0.2 0.8 -1.0 -0.158
H -4.580 -10.319 0.434 0.2 -1.1 -0.1 0.093
H -5.503 -8.258 1.411 0.1 -0.1 -0.2 0.095
H -5.959 -8.199 3.824 0.1 0.1 0.2 0.095
H -5.515 -10.127 5.271 0.2 -0.3 0.2 0.067
H -4.939 -12.388 4.100 0.1 0.0 0.3 0.072
```
Forces are in eV/Å.

E_HOMO (spin up / spin down) = -0.3979 / -0.3979 hartree
total charge = +1
spin multiplicity = 2
LUMO (spin up / spin down) = -3.32 / -7.52 eV

2.
Computed, not measured: a structure of composition C44H46F3MnN8O8S3Sb, with ωB97M-V/def2-TZVPD.

The geometry in XYZ format:
```
114
Properties=species:S:1:pos:R:3:forces:R:3:lowdin_charge:R:1
Mn 1.195 1.119 -0.494 -0.1 0.4 0.1 0.725
C 5.422 1.002 -0.822 0.0 0.0 0.0 0.009
C 3.952 0.845 -0.974 0.1 0.0 -0.1 -0.233
N 3.120 1.074 -0.018 -0.1 -0.1 0.0 -0.071
N 3.583 1.423 1.218 -0.1 0.0 0.0 0.043
C 2.637 1.365 2.117 0.1 0.1 0.1 -0.770
N 2.967 1.628 3.394 0.0 0.0 0.0 0.111
S 0.976 0.917 1.814 0.0 -0.2 0.0 0.749
C 3.348 0.384 -2.243 0.0 0.0 0.1 -0.230
C 4.088 0.142 -3.384 0.0 0.0 -0.1 0.018
C 3.439 -0.335 -4.514 0.1 0.0 0.0 -0.014
C 2.076 -0.558 -4.470 -0.1 0.0 0.0 -0.016
C 1.400 -0.280 -3.294 0.0 0.0 0.0 -0.095
N 2.018 0.176 -2.212 0.1 -0.1 0.0 0.010
H 5.694 0.982 0.228 0.0 0.0 0.0 0.082
H 5.726 1.967 -1.240 0.0 0.0 0.0 0.112
H 5.955 0.215 -1.351 0.0 0.0 0.0 0.073
H 3.899 1.955 3.590 0.0 0.0 0.0 0.116
H 2.251 1.762 4.084 0.0 0.0 0.0 0.096
H 5.153 0.329 -3.395 0.0 0.0 0.0 0.124
H 4.000 -0.531 -5.418 0.0 0.0 0.0 0.124
H 1.536 -0.933 -5.328 0.0 0.0 0.0 0.119
H 0.330 -0.425 -3.212 0.0 0.0 0.0 0.116
C -2.103 2.228 3.610 0.0 0.0 0.0 -0.045
C -2.064 3.135 2.411 0.0 0.0 0.0 -0.268
C -1.157 4.186 2.335 0.0 0.0 0.0 -0.027
C -1.102 5.004 1.218 0.0 0.1 0.0 -0.049
C -1.963 4.771 0.159 0.0 -0.1 0.0 -0.276
C -2.906 3.753 0.226 0.0 0.0 0.0 -0.055
C -2.946 2.944 1.347 0.0 0.0 0.0 -0.038
S -1.897 5.781 -1.287 0.0 0.0 0.1 0.650
O -1.198 6.982 -0.939 0.0 0.0 0.0 -0.270
O -3.212 5.788 -1.858 0.0 0.0 0.0 -0.278
N -0.962 4.936 -2.364 0.1 0.0 -0.1 -0.121
C 0.412 5.391 -2.653 -0.1 0.0 0.0 -0.194
C 1.356 5.079 -1.500 0.0 0.0 0.1 -0.076
C 1.301 3.614 -1.159 0.0 -0.2 -0.1 -0.616
O 1.598 2.740 -2.035 -0.1 0.2 0.2 -0.059
O 0.919 3.228 -0.023 0.2 0.1 -0.2 -0.076
H -1.832 2.761 4.521 0.0 0.0 0.0 0.084
H -1.392 1.405 3.495 0.0 0.0 0.0 0.044
H -3.095 1.796 3.754 0.0 0.0 0.0 0.079
H -0.484 4.373 3.165 0.0 0.0 0.0 0.122
H -0.405 5.832 1.171 0.0 -0.1 0.0 0.118
H -3.633 3.646 -0.572 0.0 0.0 0.0 0.112
H -3.709 2.179 1.427 0.0 -0.1 0.0 0.094
H -1.527 4.758 -3.188 0.0 0.0 0.0 0.097
H 0.439 6.457 -2.878 0.0 0.0 0.0 0.120
H 0.724 4.840 -3.539 0.0 0.0 0.0 0.126
H 1.088 5.663 -0.620 0.0 0.0 0.0 0.107
H 2.378 5.344 -1.777 0.0 0.0 -0.1 0.135
F 0.658 -8.176 -1.971 0.0 0.0 0.0 0.078
C 0.878 -6.950 -1.475 0.0 0.0 0.0 -0.278
C 0.384 -5.859 -2.160 0.0 0.0 0.0 -0.007
C 0.620 -4.594 -1.633 0.0 0.0 0.0 -0.142
C 1.333 -4.428 -0.450 0.0 -0.1 0.0 -0.411
C 1.817 -5.559 0.210 0.0 0.0 0.0 -0.108
C 1.592 -6.828 -0.296 0.0 0.0 0.0 0.007
Sb 1.682 -2.466 0.282 0.0 0.2 -0.1 1.499
C 1.043 -2.824 2.279 0.0 -0.1 0.1 -0.404
C 1.600 -2.173 3.380 0.0 0.0 0.0 -0.159
C 1.095 -2.363 4.658 0.0 0.0 0.0 0.001
C 0.009 -3.203 4.819 0.0 0.0 0.0 -0.280
F -0.488 -3.386 6.051 0.0 0.0 0.0 0.074
C -0.578 -3.862 3.758 0.0 0.0 0.0 0.004
C -0.048 -3.668 2.489 0.0 0.0 0.0 -0.125
C 3.795 -2.629 0.500 0.1 -0.1 0.0 -0.380
C 4.456 -2.961 1.681 0.0 0.0 0.0 -0.102
C 5.838 -3.101 1.714 0.0 0.0 0.0 0.008
C 6.547 -2.920 0.543 0.0 0.0 0.0 -0.278
F 7.882 -3.055 0.564 0.0 0.0 0.0 0.076
C 5.930 -2.616 -0.654 0.0 0.0 0.0 -0.013
C 4.550 -2.468 -0.661 0.0 0.0 0.0 -0.147
H -0.171 -6.006 -3.077 0.0 0.0 0.0 0.122
H 0.235 -3.730 -2.166 0.0 0.0 0.0 0.082
H 2.377 -5.455 1.134 0.0 0.0 0.0 0.108
H 1.959 -7.717 0.201 0.0 0.0 0.0 0.126
H 2.441 -1.502 3.254 0.0 0.0 0.0 0.082
H 1.528 -1.876 5.523 0.0 0.0 0.0 0.123
H -1.422 -4.516 3.931 0.0 0.0 0.0 0.125
H -0.495 -4.202 1.656 0.0 0.0 0.0 0.100
H 3.899 -3.131 2.593 0.0 0.0 0.0 0.089
H 6.364 -3.358 2.624 0.0 0.0 0.0 0.126
H 6.527 -2.514 -1.552 0.0 0.0 0.0 0.124
H 4.058 -2.245 -1.606 0.0 0.0 0.0 0.090
C -7.091 -0.148 2.230 0.0 0.0 0.0 -0.105
C -7.532 -0.546 0.830 -0.1 0.1 0.0 -0.292
S -6.256 -1.304 -0.138 0.0 0.0 0.0 0.639
O -5.506 -2.219 0.689 0.0 0.0 0.0 -0.309
O -6.823 -1.752 -1.380 0.0 0.0 0.0 -0.289
C -5.124 0.026 -0.521 0.1 0.1 0.0 -0.208
C -4.026 -0.572 -1.392 0.1 0.1 0.0 -0.125
N -2.817 0.270 -1.433 -0.1 0.0 0.1 0.079
C -1.740 0.062 -0.654 0.0 0.0 0.0 -0.275
N -0.756 0.896 -1.005 0.0 -0.1 0.0 0.041
C -1.222 1.685 -2.026 0.1 0.0 0.1 -0.014
C -2.488 1.304 -2.291 -0.2 0.1 0.1 -0.119
N -3.384 1.917 -3.235 0.1 -0.5 -0.4 -0.316
O -4.540 1.536 -3.247 0.0 0.2 0.2 0.111
O -2.890 2.717 -3.998 0.0 0.2 0.2 0.117
C -1.708 -0.962 0.423 0.0 0.0 0.0 0.004
H -7.935 0.286 2.763 0.0 0.0 0.0 0.085
H -6.297 0.602 2.208 0.0 0.0 0.0 0.066
H -6.733 -1.013 2.784 0.0 0.0 0.0 0.081
H -7.905 0.295 0.241 0.0 0.0 0.0 0.110
H -8.316 -1.307 0.836 0.0 0.0 0.0 0.114
H -4.722 0.375 0.431 0.0 0.0 0.0 0.084
H -5.652 0.831 -1.030 0.0 0.0 0.0 0.111
H -4.377 -0.729 -2.405 0.0 0.0 0.0 0.134
H -3.716 -1.533 -0.989 0.0 0.0 0.0 0.118
H -0.639 2.478 -2.462 0.0 -0.1 0.0 0.109
H -1.549 -1.960 0.008 0.0 0.0 0.0 0.089
H -2.647 -0.976 0.977 0.0 0.0 0.0 0.099
H -0.899 -0.753 1.119 0.0 0.0 0.0 0.009
```
Forces are in eV/Å.

E_HOMO (spin up / spin down) = -0.3988 / -0.4000 hartree
relative energy (zero: lowest compared OMol25 entry of this formula, charge and spin) = 0.096 eV
total charge = +1
spin multiplicity = 5
LUMO (spin up / spin down) = -4.45 / -3.85 eV